# C38H44N6O6

A cluster of 5 separate species, C38H44N6O6 in total (ωB97M-V/def2-TZVPD, the Open Molecules 2025 dataset).

Values from the calculation:
HOMO energy: -13.328 eV
HOMO-LUMO gap: 2.52 eV

Geometry as ORCA input:
```
! RIJCOSX wB97M-V def2-TZVPD def2/J DEFGRID3
* xyz 4 1
C -16.372 2.241 8.318
C -13.831 4.826 -8.668
H -13.013 4.174 -8.940
O -17.407 2.927 1.208
N -14.245 2.951 3.734
C -13.438 3.004 2.509
H -20.076 2.987 7.896
H -12.650 3.747 2.636
O -20.231 4.075 2.907
H -18.423 2.953 2.901
H -18.429 4.733 -1.967
H -23.005 2.278 -7.774
H -15.477 -0.560 -0.821
C -19.032 1.187 -5.355
H -19.057 4.359 1.287
C -19.935 3.329 3.886
C -15.316 0.487 -1.078
H -19.193 1.514 10.987
C -16.116 5.873 -5.834
C -17.262 1.956 9.315
C -15.845 2.888 5.969
C -18.327 5.775 -2.262
C -18.079 0.997 -4.221
H -14.006 3.570 1.762
H -15.438 1.612 2.838
H -18.519 3.444 5.964
H -19.500 1.962 -8.642
N -17.561 5.763 -3.533
C -15.470 5.862 -4.608
H -16.780 -0.370 -5.303
H -22.430 1.624 -5.719
C -18.240 1.651 -2.998
C -22.006 2.347 -8.190
C -16.108 2.078 4.888
C -15.983 0.143 -3.409
H -13.086 4.350 4.668
H -17.000 1.477 4.999
C -15.010 6.752 -9.316
C -19.723 1.748 -7.608
H -15.052 -0.380 -3.582
C -13.312 5.785 -10.821
C -13.994 3.774 4.778
C -20.383 1.270 -5.025
H -15.540 1.145 -0.242
H -16.966 1.668 10.312
O -16.390 4.402 -0.107
H -20.721 1.149 -4.003
C -17.393 4.023 0.576
H -14.282 0.602 -1.400
C -16.230 5.855 -3.430
H -19.112 2.255 -2.790
H -19.324 6.195 -2.368
N -14.086 5.792 -9.554
H -17.792 6.328 -1.496
H -14.986 7.493 -10.104
C -15.317 2.135 3.776
C -17.290 1.480 -2.005
H -18.053 5.918 -6.801
C -19.018 2.769 7.930
H -12.462 6.425 -10.583
H -21.975 1.652 -9.032
C -18.144 2.998 6.879
H -14.488 4.493 6.687
O -18.701 2.759 3.817
C -16.917 0.229 -4.414
H -21.653 3.294 -8.586
O -20.633 3.059 4.881
H -17.393 1.967 -1.045
O -18.448 4.869 0.691
C -21.372 1.573 -5.935
C -18.716 1.485 -6.694
C -19.482 2.270 10.259
C -16.802 2.766 7.102
H -16.220 7.680 -7.823
H -14.059 4.193 -6.639
H -13.148 1.988 2.273
H -13.824 6.228 -11.675
H -13.095 4.769 -11.135
H -15.860 5.729 -2.416
H -20.459 1.949 9.908
H -15.303 2.128 8.444
C -15.372 5.837 -7.128
H -19.317 5.881 -4.628
H -14.399 5.742 -4.515
C -15.639 6.807 -8.092
C -17.506 5.981 -5.869
H -17.717 1.484 -7.110
C -14.763 3.768 5.935
N -16.191 0.763 -2.238
C -14.463 4.817 -7.424
N -18.555 2.309 9.112
N -21.010 1.838 -7.198
C -18.241 5.879 -4.703
H -19.382 3.252 10.717
*
```

# C38H44N6O7PRuS

A structure of composition C38H44N6O7PRuS (ωB97M-V/def2-TZVPD, the Open Molecules 2025 dataset).

Values from the calculation:
HOMO energy (spin up / spin down): -7.957 / -7.976 eV
HOMO-LUMO gap (spin up / spin down): 6.37 / 6.91 eV
ΔE to the lowest compared entry with this formula, charge and spin: 244.7 kJ/mol

Geometry as ORCA input:
```
! RIJCOSX wB97M-V def2-TZVPD def2/J DEFGRID3
* xyz 0 2
C -1.475 4.674 1.510
H 0.599 4.986 0.969
H -0.910 -1.243 -4.176
C -0.295 4.394 0.848
H 4.648 0.113 2.741
C -2.575 3.867 1.260
H 2.452 2.519 -2.820
H 0.904 -2.514 0.893
H -1.875 1.422 -3.975
C -5.048 0.294 -3.704
C -3.711 -0.049 -1.722
C -6.008 -0.875 -1.729
O -0.373 -0.297 1.443
C 4.962 0.723 1.899
H 3.289 -3.698 3.543
C 2.583 0.220 -4.385
H 2.413 3.050 2.141
H -1.542 5.514 2.184
O -1.876 -2.265 1.566
C -0.252 3.306 -0.019
Ru -0.475 0.294 -1.016
C 2.230 -0.741 -5.309
H 4.182 -3.858 2.021
H 0.985 -5.407 -3.271
N -1.295 2.503 -0.212
C 3.830 1.616 1.395
H 4.914 1.997 -0.431
C 0.468 -3.964 -1.759
C 2.023 1.609 -2.378
H -0.710 -4.900 -3.325
C 0.096 -0.852 -4.258
H -3.702 -1.785 3.406
C -2.758 0.968 -3.545
H 4.549 -2.520 3.109
H 5.798 1.341 2.216
H -6.606 -1.927 0.025
N 0.444 0.056 -3.351
C -2.436 -0.124 2.990
H 2.912 -0.660 3.437
H -5.979 0.202 -4.245
H 3.608 3.148 -0.123
H 2.798 1.771 3.294
H 2.821 1.142 -1.767
H -1.227 1.613 2.791
S -1.718 -0.834 1.503
C -3.563 -0.504 -0.370
H 3.560 0.678 -4.398
H 5.285 0.067 1.097
C -4.958 -0.211 -2.389
C 2.704 -2.277 2.023
O 3.412 -1.646 0.962
N 0.917 1.932 -1.542
H -4.485 -1.600 1.211
C -2.431 2.787 0.403
C -5.813 -1.379 -0.466
O 2.742 0.862 0.853
C -0.339 -2.789 -1.622
C -3.377 -0.810 3.733
H -3.980 1.260 -5.289
O 3.990 -0.336 -1.057
C -2.456 1.671 4.566
C 0.311 -4.562 -3.162
H 0.169 -4.686 -0.995
C 3.214 2.432 2.539
C 0.962 3.073 -0.866
H -4.590 -0.788 5.495
P 2.917 -0.479 -0.039
H -3.268 2.133 0.205
C -1.976 1.118 3.390
O 1.531 -0.797 -0.569
H -6.954 -1.005 -2.231
H -2.093 2.633 4.898
C -3.391 0.984 5.326
H 5.106 3.250 0.807
H 3.966 3.069 3.000
H -3.739 1.413 6.255
N -1.027 -1.868 -1.617
N -2.645 0.517 -2.320
H 1.413 -0.632 2.484
C 3.750 -3.150 2.725
C 1.658 0.600 -3.409
C -3.859 -0.252 4.907
C 2.119 -1.268 3.007
C -4.613 -1.199 0.218
H 1.599 -1.786 3.812
C -3.951 0.881 -4.280
H 2.930 -1.067 -6.064
H 0.559 -3.826 -3.923
H -3.531 4.060 1.718
H 2.013 -3.896 0.785
N -2.414 -0.150 0.230
H 1.507 -3.671 -1.589
H 1.032 -3.637 2.245
C 1.588 -3.146 1.450
O 1.854 3.921 -0.934
H 0.627 -2.032 -5.962
C 4.401 2.566 0.339
C 0.951 -1.285 -5.253
*
```

# C38H45AlNO8PSSi

A structure of composition C38H45AlNO8PSSi (ωB97M-V/def2-TZVPD, the Open Molecules 2025 dataset).

Values from the calculation:
HOMO energy: -7.964 eV
HOMO-LUMO gap: 7.14 eV
ΔE to the lowest compared entry with this formula, charge and spin: 0.0 kJ/mol

Geometry as ORCA input:
```
! RIJCOSX wB97M-V def2-TZVPD def2/J DEFGRID3
* xyz 0 1
H 1.042 2.665 -2.333
H -6.245 4.890 0.212
O 0.793 -0.843 2.331
H -2.630 -5.438 1.771
O -2.961 -6.903 3.619
C -4.368 2.637 1.909
H -4.273 4.802 -1.282
C 5.412 0.178 -2.487
H 0.106 -0.436 -4.222
H 0.891 -2.920 -1.435
H 0.959 -2.643 -5.159
H -4.491 -2.135 3.108
H -0.526 -4.476 5.357
N -2.188 -6.223 4.264
H 4.162 0.010 -4.926
C -3.239 3.364 -0.079
C 3.178 -3.737 -2.748
C -5.439 3.463 1.597
H 4.040 3.278 -3.145
H 5.390 0.262 -1.400
C -3.232 -1.351 4.663
H -3.674 -0.559 1.403
H 1.518 -4.303 -4.885
H 4.083 -3.514 -3.315
H 4.655 2.667 -1.604
C -0.361 4.568 3.784
H -4.405 2.033 2.807
Si 2.409 -0.432 -2.067
H 3.728 1.722 -5.081
H -1.725 0.447 -1.103
H -2.246 3.628 3.416
C 1.493 3.729 2.512
H 2.536 3.750 2.226
C 0.667 2.783 1.902
O 2.361 -1.527 -3.265
C -0.683 2.739 2.238
H 5.433 1.244 -5.040
C -3.282 -0.510 2.413
C 2.010 -2.927 -3.294
H 2.675 -3.039 -5.342
C 0.172 0.624 -3.981
H 6.425 0.384 -2.834
H -3.587 -2.047 5.413
C -0.140 0.873 -2.514
C -0.021 -1.592 1.765
H 1.643 5.330 3.925
C 1.303 1.856 0.886
C -1.517 0.338 -2.168
C 0.743 -3.175 -2.484
C -0.253 -3.090 3.723
O 3.091 0.900 -2.676
C -2.263 -0.414 4.985
O 0.817 0.117 -1.665
H 5.164 -0.850 -2.765
H 0.416 -2.423 4.250
O 2.346 2.254 0.374
C 0.016 2.342 -2.161
H -0.659 2.941 -2.775
H -1.854 -0.379 5.988
C 0.989 4.608 3.451
C 4.436 1.161 -3.123
H -2.381 3.323 -0.744
C -1.965 -4.767 2.294
C -1.616 -5.030 3.607
H -0.228 2.516 -1.110
H -6.299 3.495 2.254
O -1.898 -6.419 5.426
H -0.766 5.260 4.512
H -2.273 0.895 -2.725
Al 0.936 -0.022 0.241
C 1.776 -3.249 -4.762
P -1.768 1.548 1.383
C -5.409 4.246 0.452
H -1.043 1.206 4.287
H 2.970 -4.805 -2.836
C -0.595 -2.800 2.409
C -1.806 0.482 4.026
H 1.164 0.985 -4.246
H 0.463 -4.228 -2.545
C -0.766 -4.220 4.336
H -0.564 1.160 -4.581
C -3.252 2.581 1.076
C 4.442 1.025 -4.639
O -0.353 -1.317 0.545
C -3.741 -1.399 3.371
C -1.445 -3.636 1.693
H 3.352 -3.502 -1.698
H -1.595 -0.717 -2.435
H 5.757 2.866 -2.987
C -2.321 0.451 2.733
H -1.690 -3.389 0.669
C 4.746 2.584 -2.687
S 2.907 -1.084 -0.169
C -1.190 3.644 3.174
H -0.084 -2.580 -2.876
C -4.304 4.197 -0.385
*
```

# C38H45F12NO3PPt

A structure of composition C38H45F12NO3PPt (ωB97M-V/def2-TZVPD, the Open Molecules 2025 dataset).

Values from the calculation:
HOMO energy (spin up / spin down): -11.082 / -11.792 eV
HOMO-LUMO gap (spin up / spin down): 9.30 / 6.34 eV
ΔE to the lowest compared entry with this formula, charge and spin: 0.0 kJ/mol

Geometry as ORCA input:
```
! RIJCOSX wB97M-V def2-TZVPD def2/J DEFGRID3
* xyz 1 5
F -0.708 3.642 3.507
H -0.172 3.160 -3.030
H 4.048 -2.883 1.354
H 3.207 -4.368 -0.461
C 2.122 -2.559 2.274
C -3.447 -3.590 0.509
H -2.365 -0.116 -3.002
F 5.938 1.786 -0.863
H 1.663 -1.593 -3.366
C 3.711 5.429 -0.994
C 0.159 -3.821 1.153
C -4.709 3.586 -1.976
H -4.667 -3.879 2.982
H 2.297 -2.860 -0.406
C 0.775 -3.263 2.466
C 2.504 -3.790 0.140
H -4.843 3.781 -3.038
H 4.434 7.376 -1.563
C -3.460 -4.792 1.453
H 2.083 6.760 -1.444
C -0.310 -0.694 -3.355
F 0.235 4.340 1.691
H -5.336 2.735 -1.702
C -0.887 3.811 2.199
H -3.671 3.025 0.419
H 0.919 -4.117 3.134
H 1.094 -3.535 -1.965
C -0.954 3.122 -2.281
F 4.415 0.284 1.407
F -2.781 0.713 1.462
C -3.265 3.317 -1.643
F 4.557 1.704 -2.528
C 4.000 1.519 1.133
C 1.736 3.419 -0.823
O -0.041 1.673 1.675
F 2.921 1.770 1.908
C 3.108 -3.418 1.491
C -2.603 -3.375 3.332
C -0.969 -2.939 -1.486
H -2.771 -3.052 4.360
C -2.051 -2.085 -2.188
H 3.331 -4.330 2.055
C -2.484 -2.453 0.920
C 1.405 4.774 -1.133
F -3.359 2.504 2.532
F 4.945 2.379 1.496
C -0.605 2.821 -0.970
H -3.257 -3.925 -0.512
H -2.986 -2.067 -1.632
H 1.976 -1.617 1.742
F -1.886 1.177 3.369
C 3.123 3.090 -0.631
H -2.521 -5.350 1.384
H -2.270 -2.582 -3.138
C -2.895 3.024 -0.334
H -1.638 -3.887 3.319
H -0.635 -4.524 1.418
H -1.801 -1.436 2.726
H 5.047 6.779 -0.021
O 2.609 0.719 -0.680
H 1.460 -5.484 0.921
H -4.247 -5.476 1.133
N 0.745 2.532 -0.670
H -4.452 -3.157 0.505
H 1.150 -1.046 -1.801
H 2.526 -2.306 3.256
H -1.378 -0.129 -1.557
H 0.802 -4.943 -0.601
C -1.581 2.753 0.027
C 0.792 -1.531 -2.712
H -3.531 -1.609 2.574
C 4.773 6.485 -1.038
C -2.584 -2.138 2.431
C -1.179 2.461 1.483
F -1.870 4.693 2.016
H 0.365 5.031 -1.262
C 4.780 1.264 -1.286
C -2.274 3.359 -2.616
H 5.677 6.111 -1.518
H -2.793 -1.544 0.397
C 3.574 1.652 -0.361
Pt 0.853 0.565 0.293
C 2.367 5.740 -1.217
O -0.140 -1.160 0.615
C -2.324 1.714 2.237
H 5.097 3.871 -0.550
C 1.216 -4.588 0.343
H -1.321 -3.977 -1.428
C -1.571 -0.665 -2.491
C -3.686 -4.358 2.898
H 0.049 0.317 -3.549
H -0.562 -1.138 -4.324
C 0.293 -2.931 -2.377
H -3.695 -5.228 3.555
P -0.784 -2.533 0.285
H -5.079 4.450 -1.422
C 4.051 4.097 -0.708
H 0.084 -2.585 2.965
F 4.927 -0.055 -1.337
H -0.003 -3.414 -3.315
H -2.536 3.582 -3.643
*
```

# C38H45N5O3P2RhS

A structure of composition C38H45N5O3P2RhS (ωB97M-V/def2-TZVPD, the Open Molecules 2025 dataset).

Values from the calculation:
HOMO energy (spin up / spin down): -15.197 / -15.627 eV
HOMO-LUMO gap (spin up / spin down): 8.67 / 6.48 eV

Geometry as ORCA input:
```
! RIJCOSX wB97M-V def2-TZVPD def2/J DEFGRID3
* xyz 3 5
H -5.360 -1.699 -2.972
O 2.676 -1.501 -0.814
C 4.753 4.542 -2.670
C -1.441 1.486 1.782
N -0.946 -1.277 -1.889
H -1.836 -4.894 0.606
C -4.077 -1.479 -4.649
H 1.150 -1.267 -2.164
N -2.954 -3.070 4.041
C 3.483 4.491 -2.089
H -3.443 1.942 1.285
C 2.564 -1.912 0.306
C 3.661 -2.317 1.286
C -4.350 -3.139 3.720
H -2.705 -5.056 4.789
H -0.704 2.576 -2.952
H 1.973 1.333 -3.833
C -2.062 -1.257 -2.695
H -2.304 6.275 -4.234
C -2.782 -1.296 -5.078
H -2.404 1.586 -0.142
H 2.990 2.527 -4.603
H 1.799 6.194 -3.096
H -2.594 3.921 -3.796
C 1.017 1.149 1.622
C -1.612 4.398 -3.589
C 1.520 -2.772 2.151
C 5.032 -2.191 1.273
P 2.141 3.398 -2.534
H -2.894 0.304 0.853
C -2.333 -4.319 4.063
N -2.463 -5.072 2.677
N 1.348 -2.145 0.917
H -3.559 -1.407 -1.278
H -1.593 1.060 2.778
C -4.346 -1.532 -3.279
H -4.882 -3.758 4.430
C 2.702 2.120 -3.633
H 3.805 7.124 0.055
H 5.516 -1.624 0.474
C -3.372 -1.389 -2.339
H 3.078 -3.942 4.259
C 0.827 5.728 -3.120
Rh -0.414 -1.215 0.344
H -4.735 -2.098 1.202
O -0.333 0.790 1.102
H -4.408 -5.758 3.168
H 0.328 1.376 3.681
C -0.273 6.416 -3.579
C 5.369 6.384 -1.196
O 0.625 -3.058 2.908
C -2.225 -2.087 3.267
H 2.042 0.897 3.567
H 5.573 -3.755 4.218
C -1.461 5.743 -3.811
H -4.303 -3.487 0.311
C -4.058 -2.929 1.266
H -4.852 -1.458 -5.370
H -4.174 -5.618 1.398
C -3.933 -5.089 2.376
N -4.498 -3.765 2.388
S -0.084 -0.974 -4.261
C 0.128 -1.203 -2.611
H -0.160 7.460 -3.781
H -4.846 -2.179 3.629
H 1.647 0.590 0.986
H 6.771 -2.659 2.464
H -1.175 2.543 1.975
H 5.031 3.897 -3.481
P -2.265 -2.524 1.446
H -0.709 -4.276 1.868
H -1.185 -2.116 3.587
C 2.973 -2.883 2.411
C 5.699 5.455 -2.203
C -2.606 1.326 0.907
H 3.630 1.779 -3.157
C 5.703 -2.752 2.388
C 5.045 -3.438 3.392
H 6.128 7.048 -0.815
H 6.733 5.442 -2.616
H -2.652 -1.108 3.466
H 2.172 5.470 -0.605
C -1.719 -4.321 1.586
H -1.264 -4.188 4.207
C -0.545 3.660 -3.107
C 1.065 0.777 3.116
C 3.636 -3.457 3.446
C 3.145 5.404 -1.068
C 4.069 6.353 -0.652
H 0.807 -0.268 3.190
H 1.173 2.181 1.373
C 0.669 4.322 -2.857
C -1.795 -1.141 -4.086
H -2.467 -1.361 -6.170
H -2.036 -5.987 2.873
*
```

How do the records compare in M? In the order shown, they have 680.81 860.92 761.89 1017.81 816.73 Da.